[1]
{"formula": "C5H10N2", "method": "ωB97M-V/def2-TZVPD", "e_above_lowest_kj_mol": 321.2, "energy_ev": -8324.0038, "e_lumo_ev": 0.9, "orbital_gap_ev": 7.47, "charge": 0, "species": ["C", "C", "N", "C", "C", "C", "N", "H", "H", "H", "H", "H", "H", "H", "H", "H", "H"], "coordinates": [[0.59010, -0.51212, -2.34898], [0.20399, -1.48674, -1.29918], [-0.32495, -1.02056, -0.17202], [-0.88828, 0.19253, -0.01499], [-0.78276, 1.01798, 1.19713], [-0.03525, 0.64861, 2.42349], [0.49683, 1.68807, 1.54865], [0.96021, 0.40031, -1.84539], [-0.20529, -0.15903, -3.02045], [1.38039, -0.92986, -2.97807], [0.41117, -2.54722, -1.36938], [-0.29070, -1.62807, 0.64323], [-1.20461, 0.66654, -0.93432], [-1.62242, 1.69452, 1.33848], [-0.39850, 0.99749, 3.38927], [0.48567, -0.30474, 2.48275], [1.22439, 1.28229, 0.95979]], "atomic_forces_ev_per_a": [[-0.006, 0.039, -0.180], [0.070, 0.033, 0.075], [0.005, 0.004, 0.112], [0.070, 0.149, -0.194], [-0.289, -0.084, 0.039], [-0.101, -0.270, 0.250], [0.246, 0.076, -0.112], [-0.029, -0.158, -0.081], [-0.014, -0.154, 0.096], [-0.088, 0.025, 0.028], [0.009, 0.183, 0.132], [-0.027, 0.076, -0.060], [0.149, 0.066, 0.092], [0.083, -0.099, -0.003], [0.064, -0.067, -0.202], [-0.044, 0.073, -0.105], [-0.095, 0.107, 0.113]]}

***

[2]
{"formula": "C19H18FNO5S", "method": "ωB97M-V/def2-TZVPD", "e_above_lowest_kj_mol": 37.9, "energy_ev": -45274.8579, "e_lumo_ev": 0.1, "orbital_gap_ev": 9.55, "charge": 0, "species": ["O", "C", "C", "O", "C", "O", "C", "C", "C", "C", "N", "S", "O", "O", "C", "C", "C", "C", "C", "C", "F", "C", "C", "C", "C", "C", "C", "H", "H", "H", "H", "H", "H", "H", "H", "H", "H", "H", "H", "H", "H", "H", "H", "H", "H"], "coordinates": [[0.59260, 2.53859, -1.54209], [0.76307, 2.62527, -0.35018], [-0.30378, 2.12182, 0.62534], [-1.32565, 1.44292, -0.08305], [-0.97686, 0.25622, -0.56498], [0.11548, -0.23742, -0.43273], [-2.08492, -0.38349, -1.37188], [-3.49941, 0.15776, -1.14522], [-4.39113, -1.00804, -1.59654], [-3.45686, -2.23865, -1.59845], [-2.18266, -1.79837, -1.05570], [-1.91896, -2.14513, 0.56655], [-2.79911, -3.20026, 0.97291], [-1.92520, -0.94083, 1.35645], [-0.25196, -2.80133, 0.56824], [0.66677, -2.37212, 1.50645], [1.94929, -2.89304, 1.50921], [2.30978, -3.84826, 0.57197], [1.39357, -4.29171, -0.36642], [0.11491, -3.76080, -0.35499], [-0.77849, -4.19543, -1.25941], [1.98333, 3.21354, 0.24464], [2.12324, 3.47998, 1.60668], [3.29371, 4.03932, 2.08507], [4.33572, 4.33477, 1.21968], [4.20561, 4.07380, -0.13499], [3.03678, 3.52010, -0.61884], [-0.79198, 2.96006, 1.12644], [0.14695, 1.44208, 1.35589], [-1.79858, -0.29894, -2.43003], [-3.62523, 0.35386, -0.08072], [-3.68138, 1.07531, -1.69962], [-4.78713, -0.83287, -2.59641], [-5.22806, -1.15096, -0.91633], [-3.82076, -3.05755, -0.98097], [-3.28114, -2.60758, -2.61214], [0.35382, -1.62300, 2.21548], [2.66785, -2.55300, 2.23866], [3.31065, -4.25253, 0.56943], [1.65348, -5.03560, -1.10291], [1.32152, 3.26248, 2.29463], [3.39570, 4.24689, 3.13993], [5.24720, 4.76929, 1.60249], [5.01519, 4.30378, -0.81123], [2.91305, 3.30908, -1.67031]], "atomic_forces_ev_per_a": [[0.047, 0.044, 0.122], [-0.389, -0.134, 0.108], [0.072, -0.217, -0.222], [-0.226, 0.408, 0.097], [0.602, 0.047, -0.534], [-0.090, 0.331, -0.175], [-0.019, 0.610, 0.099], [0.035, 0.016, -0.086], [0.043, 0.008, -0.053], [-0.502, -0.490, -0.134], [0.447, -0.169, 1.007], [0.311, -0.619, 0.250], [-0.041, -0.150, -0.312], [0.049, -0.052, -0.039], [-0.650, 0.082, -0.167], [0.004, 0.006, 0.079], [-0.071, 0.036, 0.086], [-0.066, 0.021, -0.025], [-0.208, 0.071, -0.049], [0.162, -0.213, -0.084], [0.142, -0.070, 0.081], [0.554, 0.272, -0.072], [-0.111, -0.091, -0.274], [0.099, 0.063, 0.121], [-0.052, -0.009, 0.063], [0.013, 0.003, -0.030], [-0.151, -0.065, 0.037], [0.088, -0.075, 0.003], [-0.047, 0.174, -0.025], [0.016, 0.016, 0.155], [-0.003, 0.053, -0.058], [-0.013, 0.049, 0.041], [-0.058, -0.027, 0.020], [-0.049, 0.008, -0.034], [-0.087, -0.004, -0.228], [-0.020, 0.004, 0.077], [0.044, 0.123, 0.084], [0.041, 0.041, 0.065], [0.078, -0.038, -0.006], [-0.020, -0.064, -0.081], [-0.094, -0.042, 0.103], [0.002, 0.015, 0.080], [0.070, 0.033, 0.038], [0.063, 0.012, -0.058], [-0.014, -0.014, -0.074]]}

***

[3]
{"formula": "C18H18Cl9N3", "method": "ωB97M-V/def2-TZVPD", "e_above_lowest_kj_mol": 0.0, "energy_ev": -136129.1485, "e_lumo_ev": 0.4, "orbital_gap_ev": 9.79, "charge": 0, "species": ["Cl", "C", "Cl", "Cl", "H", "Cl", "C", "Cl", "Cl", "H", "Cl", "C", "Cl", "Cl", "H", "C", "C", "C", "N", "C", "C", "H", "H", "H", "H", "H", "C", "C", "C", "N", "C", "C", "H", "H", "H", "H", "H", "C", "C", "C", "N", "C", "C", "H", "H", "H", "H", "H"], "coordinates": [[-9.44742, -4.69877, -25.92564], [-9.81795, -6.15394, -26.85540], [-11.53268, -6.18819, -27.22398], [-9.35038, -7.59644, -25.93802], [-9.23840, -6.15540, -27.76756], [-15.40296, -12.37111, -26.78250], [-15.90547, -13.94336, -27.39292], [-15.49340, -15.23512, -26.26491], [-15.20365, -14.24261, -28.98878], [-16.98080, -13.94499, -27.50406], [-17.13757, -11.97023, -22.56025], [-18.80277, -11.54994, -22.84962], [-19.32314, -12.07500, -24.45184], [-19.03929, -9.79946, -22.67936], [-19.43570, -12.01671, -22.10744], [-14.19079, -9.29691, -24.87181], [-13.23438, -8.30454, -24.98134], [-13.34400, -7.17687, -24.17123], [-14.30981, -7.00688, -23.28069], [-15.21656, -7.98060, -23.17317], [-15.17566, -9.15565, -23.91391], [-14.09370, -10.21634, -25.43580], [-12.43505, -8.36890, -25.70526], [-12.58763, -6.40366, -24.27130], [-15.96070, -7.82404, -22.39948], [-16.04100, -9.80113, -23.85736], [-17.55346, -10.23322, -19.28458], [-17.77826, -11.57082, -19.01265], [-16.68942, -12.42842, -18.94234], [-15.44126, -12.02782, -19.15700], [-15.23035, -10.73085, -19.38404], [-16.25490, -9.80438, -19.48011], [-18.38112, -9.54764, -19.41495], [-18.76563, -11.94097, -18.76400], [-16.80095, -13.49152, -18.75769], [-14.18260, -10.45442, -19.42169], [-16.03603, -8.77375, -19.72837], [-13.41948, -3.85150, -22.37045], [-12.19121, -4.46258, -22.16767], [-11.14348, -3.68088, -21.70029], [-11.27436, -2.39696, -21.38507], [-12.48074, -1.84792, -21.51423], [-13.56809, -2.51527, -22.05713], [-14.23004, -4.43524, -22.79113], [-12.11399, -5.52560, -22.35152], [-10.16747, -4.11941, -21.51642], [-12.54878, -0.81006, -21.20621], [-14.51382, -2.01809, -22.22585]], "atomic_forces_ev_per_a": [[0.114, -0.018, -0.103], [0.093, 0.001, 0.485], [-0.107, -0.013, -0.274], [-0.017, 0.003, -0.058], [-0.072, 0.102, -0.082], [-0.048, 0.037, 0.061], [0.034, -0.159, -0.127], [0.035, 0.055, -0.008], [-0.029, -0.010, 0.090], [-0.028, 0.090, 0.009], [0.271, -0.235, 0.114], [-0.227, 0.347, -0.089], [-0.044, -0.072, 0.005], [0.001, 0.036, -0.006], [0.048, -0.146, -0.005], [0.489, -0.381, 0.343], [-0.082, 0.187, -0.031], [0.292, -0.383, -0.490], [-0.053, 0.038, 0.171], [0.464, -0.006, 0.247], [-0.975, 0.771, -0.266], [-0.154, 0.116, -0.189], [0.049, -0.067, 0.072], [-0.171, 0.120, 0.081], [-0.190, -0.069, -0.172], [0.321, -0.395, 0.172], [-0.185, -0.053, -0.392], [-0.117, -0.170, 0.565], [0.114, 0.044, -0.432], [0.158, 0.038, 0.249], [0.057, -0.366, 0.284], [0.204, 0.216, -0.173], [-0.005, 0.025, 0.194], [-0.034, 0.018, -0.207], [-0.178, 0.044, 0.080], [-0.070, 0.206, -0.313], [0.014, 0.009, 0.110], [0.014, -0.253, -0.290], [-0.262, 0.132, 0.064], [-0.046, -0.367, 0.162], [-0.053, 0.060, 0.273], [0.223, 0.177, -0.335], [-0.081, 0.047, 0.118], [-0.028, 0.033, 0.123], [0.308, 0.069, 0.034], [0.021, 0.040, -0.139], [-0.098, 0.006, -0.049], [0.026, 0.095, 0.121]]}

***

[4]
{"formula": "CoF4I2N2O8S4", "method": "ωB97M-V/def2-TZVPD", "energy_ev": -127398.2040, "spin_multiplicity": 5, "e_lumo_ev": [1.7, -1.7], "orbital_gap_ev": [9.18, 5.22], "charge": -1, "species": ["Co", "I", "I", "N", "S", "O", "O", "F", "S", "O", "O", "F", "N", "S", "O", "O", "F", "S", "O", "O", "F"], "coordinates": [[17.45747, 11.23315, -15.13379], [19.93718, 11.19948, -16.42499], [16.69942, 13.86366, -14.78314], [15.95098, 10.24040, -15.93123], [15.51578, 9.94429, -17.57817], [14.33288, 10.62042, -18.04413], [15.79902, 8.63731, -18.14760], [16.82587, 10.75009, -18.01686], [14.48747, 9.73294, -15.45463], [14.12213, 8.34269, -15.75923], [13.38901, 10.70513, -15.35001], [14.88429, 9.68768, -13.91890], [17.82014, 10.26169, -13.47288], [17.69555, 10.49672, -11.78311], [18.96180, 10.60633, -11.03465], [16.52588, 9.91647, -11.12489], [17.18123, 12.00416, -11.93867], [18.17652, 8.75964, -13.30309], [17.02655, 7.91580, -13.11848], [19.44019, 8.34069, -12.73083], [18.42058, 8.50294, -14.87920]], "atomic_forces_ev_per_a": [[0.658, 1.610, -0.574], [-1.199, 0.124, 0.661], [0.411, -1.531, -0.327], [-2.888, -1.533, -2.994], [3.354, -0.689, -3.708], [1.357, -0.240, 1.018], [-0.562, 1.774, 1.684], [-0.692, 0.412, -0.437], [-4.743, -0.815, 6.314], [1.357, 2.831, -0.459], [2.377, -1.362, -1.394], [0.415, -0.254, -0.092], [0.418, 1.119, 3.662], [-1.290, 4.259, 4.223], [-2.721, -0.551, -2.363], [2.518, 0.110, -1.697], [0.676, -0.401, -0.209], [1.118, -7.925, -4.231], [0.796, 0.948, 0.856], [-1.613, 1.561, -0.110], [0.254, 0.553, 0.176]]}

***

[5]
{"formula": "C4H14O2Si2", "method": "ωB97M-V/def2-TZVPD", "e_above_lowest_kj_mol": 204.7, "energy_ev": -24227.0050, "e_lumo_ev": 0.3, "orbital_gap_ev": 9.47, "charge": 0, "species": ["C", "C", "C", "C", "O", "O", "Si", "Si", "H", "H", "H", "H", "H", "H", "H", "H", "H", "H", "H", "H", "H", "H"], "coordinates": [[1.17887, -2.27768, 2.12946], [-1.43897, -1.91452, 0.45054], [-0.60150, 1.23826, -2.22078], [1.19586, 2.98057, -0.56986], [-1.08722, 1.26460, 0.46127], [1.07449, 0.05770, 0.07268], [-0.21353, -1.15246, 1.72321], [0.33761, 1.31740, -0.55668], [0.90136, -3.33449, 1.78466], [2.03354, -1.91785, 1.62586], [1.41359, -2.21647, 3.17022], [-2.13315, -2.61234, 0.97274], [-2.11625, -1.11460, 0.06628], [-0.99421, -2.45260, -0.48846], [-0.06769, 1.60302, -3.10624], [-1.18636, 0.40897, -2.37372], [-1.37681, 1.99414, -2.04466], [1.77888, 2.99600, 0.44397], [1.96351, 2.94936, -1.36533], [0.57927, 3.86648, -0.68119], [-1.41283, 2.04733, 0.91475], [-0.86938, -0.30997, 2.73604]], "atomic_forces_ev_per_a": [[-1.343, -1.263, -0.030], [-0.148, -0.105, -0.714], [1.386, 2.533, 0.804], [1.738, -0.837, 1.872], [0.428, 0.523, 0.133], [-0.356, -1.610, 1.735], [0.291, 0.934, -4.300], [-2.649, -0.041, -0.041], [0.544, 1.470, 0.626], [0.967, 0.256, -0.926], [0.078, -0.405, 0.835], [0.545, 0.141, -0.247], [0.686, -0.397, 0.279], [-0.475, 1.009, 2.014], [0.006, -0.521, 0.058], [-0.902, -2.440, -0.638], [0.154, 0.301, 0.083], [-0.941, 0.370, -1.727], [-0.308, 0.160, 0.306], [-0.107, -0.020, 0.025], [0.089, 0.005, -0.190], [0.317, -0.063, 0.043]]}

***

What did the fourth record say?
{"formula": "CoF4I2N2O8S4", "method": "ωB97M-V/def2-TZVPD", "energy_ev": -127398.2040, "spin_multiplicity": 5, "e_lumo_ev": [1.7, -1.7], "orbital_gap_ev": [9.18, 5.22], "charge": -1, "species": ["Co", "I", "I", "N", "S", "O", "O", "F", "S", "O", "O", "F", "N", "S", "O", "O", "F", "S", "O", "O", "F"], "coordinates": [[17.45747, 11.23315, -15.13379], [19.93718, 11.19948, -16.42499], [16.69942, 13.86366, -14.78314], [15.95098, 10.24040, -15.93123], [15.51578, 9.94429, -17.57817], [14.33288, 10.62042, -18.04413], [15.79902, 8.63731, -18.14760], [16.82587, 10.75009, -18.01686], [14.48747, 9.73294, -15.45463], [14.12213, 8.34269, -15.75923], [13.38901, 10.70513, -15.35001], [14.88429, 9.68768, -13.91890], [17.82014, 10.26169, -13.47288], [17.69555, 10.49672, -11.78311], [18.96180, 10.60633, -11.03465], [16.52588, 9.91647, -11.12489], [17.18123, 12.00416, -11.93867], [18.17652, 8.75964, -13.30309], [17.02655, 7.91580, -13.11848], [19.44019, 8.34069, -12.73083], [18.42058, 8.50294, -14.87920]], "atomic_forces_ev_per_a": [[0.658, 1.610, -0.574], [-1.199, 0.124, 0.661], [0.411, -1.531, -0.327], [-2.888, -1.533, -2.994], [3.354, -0.689, -3.708], [1.357, -0.240, 1.018], [-0.562, 1.774, 1.684], [-0.692, 0.412, -0.437], [-4.743, -0.815, 6.314], [1.357, 2.831, -0.459], [2.377, -1.362, -1.394], [0.415, -0.254, -0.092], [0.418, 1.119, 3.662], [-1.290, 4.259, 4.223], [-2.721, -0.551, -2.363], [2.518, 0.110, -1.697], [0.676, -0.401, -0.209], [1.118, -7.925, -4.231], [0.796, 0.948, 0.856], [-1.613, 1.561, -0.110], [0.254, 0.553, 0.176]]}